Here is C31H80CrN2O11 as an isolated structure from the OMol25 dataset. Energies are from the ωB97M-V functional and the def2-TZVPD basis.

CARTESIAN COORDINATES (ANGSTROEM)
Cr: -0.28 -0.50 0.14
C: 3.85 -2.11 -1.82
C: 3.17 -0.93 -2.55
C: 3.96 -0.71 -3.87
C: 3.65 -1.77 -4.94
C: 2.15 -2.00 -5.13
C: 1.32 -2.27 -3.83
N: 1.78 -1.21 -2.85
O: 0.89 -1.21 -1.71
C: 1.51 -3.69 -3.34
C: -0.13 -2.05 -4.27
C: 3.35 0.41 -1.72
H: 3.75 -2.96 -2.50
H: 3.41 -2.38 -0.86
H: 4.93 -2.06 -1.74
H: 5.03 -0.79 -3.67
H: 3.61 0.23 -4.29
H: 4.11 -2.73 -4.68
H: 4.11 -1.60 -5.91
H: 1.93 -2.71 -5.93
H: 1.69 -1.13 -5.60
H: 1.39 -3.83 -2.26
H: 2.46 -4.14 -3.60
H: 0.77 -4.33 -3.82
H: -0.42 -1.03 -4.51
H: -0.84 -2.33 -3.49
H: -0.38 -2.53 -5.21
H: 2.73 0.28 -0.84
H: 2.87 1.23 -2.25
H: 4.40 0.62 -1.53
C: -0.28 -1.33 4.19
C: -1.60 -0.48 4.28
C: -1.59 -0.04 5.73
C: -2.65 1.01 6.05
C: -2.51 2.18 5.09
C: -2.56 1.83 3.60
N: -1.59 0.70 3.33
O: -1.46 0.35 1.90
C: -2.22 3.15 2.84
C: -4.02 1.40 3.23
C: -2.76 -1.42 4.05
H: 0.67 -0.91 4.50
H: -0.16 -1.66 3.16
H: -0.38 -2.19 4.86
H: -0.64 0.42 6.01
H: -1.93 -0.81 6.43
H: -2.45 1.37 7.06
H: -3.66 0.60 6.12
H: -1.59 2.72 5.32
H: -3.34 2.84 5.34
H: -2.18 3.01 1.76
H: -1.21 3.43 3.14
H: -2.86 3.98 3.10
H: -4.14 1.05 2.21
H: -4.72 2.24 3.20
H: -4.44 0.72 3.97
H: -2.54 -2.45 4.34
H: -3.12 -1.47 3.02
H: -3.65 -1.23 4.65
C: 0.93 1.91 -4.79
O: 0.61 1.43 -3.50
H: 2.01 1.81 -4.92
H: 0.47 1.28 -5.55
H: 0.62 2.94 -4.95
H: 0.92 0.53 -3.36
C: -1.45 -3.36 -0.27
O: -0.60 -2.60 0.56
H: -1.00 -4.25 -0.73
H: -2.27 -3.77 0.31
H: -1.92 -2.74 -1.03
H: -0.16 -3.21 1.16
C: 0.10 -5.52 2.21
O: 0.68 -4.27 2.26
H: 0.23 -5.94 1.21
H: 0.45 -6.28 2.91
H: -0.98 -5.50 2.35
H: 1.63 -4.36 2.23
C: 2.54 -1.50 1.59
O: 1.50 -0.56 1.50
H: 3.43 -1.19 1.03
H: 2.89 -1.57 2.63
H: 2.21 -2.43 1.13
H: 1.77 0.16 2.08
C: 4.42 1.43 2.82
O: 4.95 0.19 3.24
H: 3.85 1.27 1.91
H: 3.79 1.76 3.65
H: 5.20 2.18 2.71
H: 5.45 -0.17 2.51
C: -3.41 -0.15 -0.69
O: -2.09 -0.37 -1.29
H: -3.70 -0.91 0.04
H: -3.41 0.84 -0.24
H: -4.21 -0.26 -1.43
H: -2.03 0.13 -2.11
C: 1.28 2.61 4.38
O: 1.06 2.10 3.12
H: 1.26 1.85 5.17
H: 2.19 3.21 4.50
H: 0.41 3.23 4.60
H: 0.20 1.67 3.18
C: -3.50 1.36 -5.27
C: -3.04 2.12 -4.05
C: -4.23 2.58 -3.16
O: -2.19 1.34 -3.31
H: -4.25 1.93 -5.81
H: -3.82 0.35 -5.00
H: -2.61 1.32 -5.90
H: -2.44 2.98 -4.35
H: -3.83 3.31 -2.46
H: -4.69 1.70 -2.70
H: -4.91 3.17 -3.78
H: -1.32 1.34 -3.73
C: 1.76 3.05 -0.07
C: 0.24 2.73 -0.09
C: -0.54 3.60 -1.04
O: 0.06 1.45 -0.63
H: 1.86 4.04 0.37
H: 2.20 3.05 -1.07
H: 2.33 2.31 0.49
H: -0.18 2.79 0.91
H: -0.48 4.63 -0.68
H: -1.59 3.32 -1.12
H: -0.11 3.51 -2.04
H: 0.27 1.57 -1.56

Values from the calculation:
LUMO (spin up / spin down) in eV: 0.4 / 0.4
Multiplicity: 5
Orbital gap (spin up / spin down) in eV: 6.5 / 6.6
Net charge: 0
<S²>: 6.005